This record from the Open Molecules 2025 dataset describes a structure of composition C35H28N6O10S3Sn. The level of theory is ωB97M-V with the def2-TZVPD basis set.

Structure (XYZ):
```
83
Properties=species:S:1:pos:R:3:forces:R:3
Sn 0.71984 1.39860 0.12266 -0.013 -0.038 -0.103
O 3.10382 -4.60042 -4.05552 -0.014 -0.002 0.038
C 2.03654 -3.67884 -4.23691 0.003 0.011 -0.028
C 1.53191 -3.02422 -2.98002 0.055 -0.012 0.037
C 0.28364 -2.42162 -2.97769 0.012 0.043 0.020
C -0.08222 -1.63590 -1.90204 -0.009 0.000 -0.117
N 0.69126 -1.44846 -0.83107 -0.026 -0.128 0.154
C 1.85441 -2.09717 -0.79619 0.012 0.065 -0.059
C 2.31122 -2.88527 -1.84414 0.009 -0.006 -0.035
C 2.69323 -1.93739 0.43205 -0.022 0.055 -0.019
C 2.45248 -2.73883 1.53855 -0.029 0.041 0.080
C 3.21901 -2.55470 2.68254 -0.068 -0.057 -0.036
C 2.97374 -3.37496 3.92557 -0.025 0.010 -0.004
O 1.64965 -3.87084 4.01902 0.022 0.021 0.013
C 4.19647 -1.57357 2.65423 0.054 0.021 -0.028
C 4.36786 -0.83140 1.49546 0.033 -0.016 0.064
N 3.64494 -1.00519 0.39310 0.000 -0.068 -0.036
H 3.84856 -4.11740 -3.68517 0.013 0.027 -0.029
H 1.22929 -4.23473 -4.71424 0.006 -0.038 0.007
H 2.33353 -2.87300 -4.91880 -0.038 0.029 0.029
H -0.37103 -2.49087 -3.83856 0.003 -0.001 0.004
H -1.01623 -1.08727 -1.91177 -0.001 -0.022 0.019
H 3.28605 -3.34838 -1.75436 -0.011 -0.003 -0.022
H 1.65476 -3.46986 1.52042 0.003 0.000 -0.014
H 3.23543 -2.76897 4.79981 -0.018 -0.001 0.006
H 3.61855 -4.25769 3.92397 0.026 0.020 -0.008
H 1.05512 -3.11311 3.92051 -0.031 0.018 0.008
H 4.77817 -1.33629 3.53673 -0.006 0.003 0.009
H 5.09892 -0.03164 1.46923 -0.003 0.010 -0.009
O -1.73977 4.05028 2.43000 -0.024 0.068 0.033
C -1.37400 3.53783 1.37466 0.062 0.048 -0.271
O -0.17343 3.15017 1.11298 -0.055 -0.050 0.213
C -2.36176 3.46084 0.22668 -0.027 -0.127 0.051
C -3.11024 4.60502 -0.03270 -0.009 0.019 -0.006
C -4.02575 4.65547 -1.07117 0.009 -0.050 -0.019
C -4.21680 3.52350 -1.85549 0.006 0.038 0.035
C -3.49327 2.37285 -1.59531 -0.015 0.017 0.015
C -2.55096 2.31408 -0.56060 0.029 0.082 0.048
S -1.75542 0.76629 -0.27429 -0.022 0.004 0.062
H -2.96152 5.46151 0.61358 -0.002 -0.003 -0.002
H -4.58840 5.56146 -1.26232 0.004 -0.003 -0.003
H -4.93032 3.53477 -2.67168 -0.003 0.001 0.002
H -3.65032 1.48366 -2.19430 -0.005 0.003 0.015
N -1.08918 5.46686 5.23774 -0.009 -0.044 -0.048
C 0.08760 4.71428 5.08239 -0.033 0.012 0.060
C 0.52246 3.83985 6.07272 0.007 -0.038 -0.011
C 1.60001 2.99585 5.83608 0.011 0.029 -0.022
C 2.27108 3.06539 4.62713 -0.018 -0.055 0.089
C 1.89827 4.00546 3.67028 -0.018 -0.018 -0.003
C 0.82176 4.82871 3.90129 0.037 0.056 -0.056
S 3.33415 1.75611 4.11087 0.004 -0.022 -0.021
O 3.45762 0.83039 5.22670 -0.017 0.017 -0.011
O 4.55436 2.30633 3.57813 0.009 0.011 -0.019
N 2.49944 1.15053 2.89558 0.013 -0.070 0.005
C 1.43396 0.39364 3.11052 -0.014 0.085 -0.057
S 0.98669 -0.42432 4.61609 0.049 -0.024 -0.017
C -0.40305 -1.10271 3.82498 -0.020 -0.027 0.020
C -0.45852 -0.68994 2.54290 0.090 0.053 -0.030
N 0.55116 0.14701 2.14324 -0.075 -0.019 0.105
H -1.72092 5.01781 5.88595 0.012 0.032 0.058
H -1.56319 5.52971 4.34366 -0.002 -0.006 -0.089
H -0.03791 3.75744 6.99811 0.000 -0.002 0.002
H 1.89171 2.24647 6.55958 -0.007 -0.008 -0.001
H 2.40175 4.02009 2.71259 -0.007 0.012 0.002
H 0.47201 5.49141 3.12068 0.004 -0.009 0.026
H -1.12496 -1.70304 4.35456 0.009 -0.003 -0.005
H -1.23373 -0.92979 1.83148 -0.013 -0.015 -0.003
O 1.93360 -0.08456 -4.17299 0.014 0.042 -0.015
C 0.94905 0.58013 -3.80165 -0.108 0.105 -0.060
O 0.79265 1.31208 -2.80107 0.161 -0.090 -0.005
C -0.29788 0.48318 -4.71140 0.010 -0.042 -0.008
C -1.51509 1.00655 -4.28468 0.028 0.011 0.008
C -2.64482 0.90459 -5.07917 -0.026 -0.017 -0.010
C -2.53477 0.27929 -6.31322 0.071 -0.087 0.092
C -1.33317 -0.24937 -6.76612 -0.044 -0.009 -0.010
C -0.22026 -0.14677 -5.95084 0.002 0.006 0.027
N -3.71860 0.17221 -7.16634 0.037 0.360 -0.203
O -3.59519 -0.33994 -8.26771 -0.005 -0.147 0.041
O -4.76785 0.64423 -6.76526 -0.043 -0.110 0.089
H -1.54519 1.48599 -3.31386 0.005 -0.005 -0.026
H -3.59886 1.30065 -4.76230 0.001 0.003 0.005
H -1.29228 -0.72759 -7.73362 0.000 -0.003 -0.002
H 0.73869 -0.55362 -6.24514 -0.002 0.004 -0.012
```
Forces are in eV/Å.

Computed properties:
* F_max: 0.0081 hartree/bohr
* charge: -2
* E_HOMO: -2.91 eV
* relative energy (zero: lowest compared OMol25 entry of this formula, charge and spin): 9.3 kcal/mol

---

This record from the Open Molecules 2025 dataset describes a structure of composition C25H40BF4N5NdO6P2SSi2. The level of theory is ωB97M-V with the def2-TZVPD basis set.

Structure (XYZ):
```
87
Properties=species:S:1:pos:R:3:forces:R:3
Nd 1.24710 0.80778 0.17124 -0.997 1.470 1.705
S 0.97593 3.30416 1.76848 0.339 -0.002 0.028
C -0.66493 3.33807 1.27673 0.008 -0.147 -0.020
C -1.47991 4.47943 1.45370 -0.080 0.033 -0.059
C -2.76586 4.47635 0.97727 0.055 -0.084 0.027
C -3.24790 3.32734 0.34316 -0.067 -0.030 -0.040
C -2.40005 2.24924 0.22835 -0.112 -0.119 0.087
N -1.14189 2.22740 0.68132 -0.144 0.130 0.279
H -1.04841 5.33880 1.94734 -0.020 0.016 -0.012
H -3.40515 5.34523 1.08154 0.046 0.031 0.049
H -4.25381 3.27832 -0.05210 0.015 -0.029 0.002
H -2.74566 1.34382 -0.25743 0.000 -0.037 -0.019
N 1.58874 -3.82637 -2.28802 -0.039 -0.066 -0.001
C 2.34796 -2.66192 -1.80777 -0.143 0.288 0.222
C 3.86412 -2.84753 -1.79718 0.008 0.100 0.105
P 1.81259 -2.26868 -0.08074 -0.347 -0.868 -0.027
O 0.24429 -1.75410 -0.36812 0.545 -0.029 0.198
O 1.73041 -3.49884 0.73225 0.080 -0.107 -0.227
O 2.60753 -1.06106 0.30652 0.201 -0.386 -0.122
P 1.85519 -1.17955 -2.76692 0.128 -0.328 -1.162
O 3.00305 -0.83975 -3.80728 -0.082 0.341 0.339
O 0.65226 -1.70062 -3.66312 0.078 -0.086 0.053
O 1.49727 0.02414 -1.98569 0.147 -0.344 -0.580
H 1.36899 -4.41376 -1.48666 -0.009 -0.010 -0.023
H 2.15577 -4.38002 -2.92041 0.057 0.019 0.005
H 0.48607 -2.64271 -3.44344 0.084 0.037 0.162
H 4.12491 -3.64105 -1.09448 -0.002 -0.016 -0.020
H 4.34247 -1.92422 -1.46677 0.080 -0.052 -0.057
H 4.23060 -3.10310 -2.79269 0.005 0.020 -0.010
H -0.33092 -2.37461 0.10193 -0.052 0.193 0.112
H 3.29885 0.09111 -3.64990 -0.018 -0.152 -0.040
C -0.35201 2.53793 -4.03635 0.002 0.058 0.021
C -0.14604 2.51772 -2.66628 -0.152 0.101 -0.008
N -0.59526 1.53328 -1.89093 0.233 -0.068 -0.384
C -1.32357 0.57286 -2.44271 -0.205 -0.002 -0.122
C -1.65522 0.52891 -3.79627 0.202 0.362 0.132
C -1.09925 1.52571 -4.60356 -0.146 -0.120 0.034
C -2.40395 -0.54727 -4.43449 -0.320 -0.383 0.129
C -3.35033 -1.41064 -4.01568 0.343 0.255 -0.464
C -4.16027 -1.51533 -2.80761 -0.399 -0.124 0.594
C -5.10987 -2.54559 -2.73625 0.198 0.083 -0.159
C -5.92774 -2.59923 -1.62959 -0.050 0.063 0.161
N -5.84294 -1.72043 -0.63093 0.020 -0.069 -0.082
C -4.90211 -0.79384 -0.77539 -0.042 0.035 0.169
N -4.07128 -0.64116 -1.79576 0.265 0.054 -0.282
H 0.09094 3.31829 -4.63933 -0.042 0.025 0.008
H 0.40315 3.31073 -2.17282 0.112 -0.080 -0.004
H -1.64827 -0.21820 -1.78624 -0.006 -0.131 0.075
H -1.27268 1.50158 -5.67379 0.036 -0.002 -0.005
H -2.12166 -0.67943 -5.47538 0.058 -0.069 0.011
H -3.64230 -2.14725 -4.75756 -0.022 0.029 -0.025
H -5.19743 -3.27185 -3.53313 -0.023 0.003 0.002
H -6.68652 -3.36711 -1.52230 0.023 -0.030 -0.063
H -4.80201 -0.08710 0.04333 0.039 0.018 -0.058
F 4.66593 3.02260 -1.65958 -0.154 0.007 -0.022
B 3.66296 2.09061 -1.74632 0.193 0.001 0.329
F 2.46441 2.56719 -1.06679 0.170 0.033 -0.347
F 3.98394 0.89883 -1.07335 0.106 -0.006 -0.187
F 3.35662 1.80871 -3.09445 -0.013 -0.029 -0.127
C 2.39223 1.32959 4.96725 -0.047 -0.106 -0.193
Si 2.59982 0.27733 3.40103 -0.183 -0.016 0.044
C 3.71860 -1.19229 3.85852 -0.191 0.084 -0.104
C 3.68348 1.37066 2.25217 -0.428 -0.133 0.205
C 1.01788 -0.29193 2.60252 -0.129 0.440 -0.082
Si -0.64266 -0.40362 3.38918 0.383 -0.103 0.029
C -1.08301 1.06300 4.50150 -0.009 -0.073 -0.201
C -0.80890 -1.98669 4.44250 0.031 0.190 -0.019
C -2.03934 -0.62890 2.08789 0.052 0.022 0.129
H 3.36901 1.66894 5.32416 0.014 -0.006 -0.013
H 1.91170 0.77035 5.77390 -0.005 -0.010 -0.006
H 1.78456 2.21100 4.74899 -0.006 -0.006 0.009
H 4.71614 -0.87261 4.17283 -0.016 0.054 -0.002
H 3.82804 -1.84763 2.99003 0.010 -0.008 0.010
H 3.28043 -1.78401 4.66668 -0.034 -0.004 -0.015
H 4.73506 1.35955 2.54661 0.009 -0.149 -0.007
H 3.35629 2.40995 2.27873 0.035 0.008 -0.037
H 3.65460 1.01797 1.21788 0.328 0.053 -0.063
H 1.22777 -1.31264 2.26084 -0.004 -0.100 0.148
H -0.50554 1.02860 5.42789 0.012 0.005 -0.024
H -2.14443 1.07202 4.76439 -0.012 -0.034 -0.015
H -0.84560 2.00198 3.99355 0.002 0.005 0.013
H -0.15746 -1.94432 5.31959 0.025 -0.006 -0.006
H -0.50191 -2.85166 3.84704 -0.001 -0.004 0.000
H -1.83311 -2.15854 4.78819 -0.012 0.025 -0.005
H -2.76098 0.18899 2.13954 -0.009 0.039 -0.025
H -2.58991 -1.56315 2.23954 0.049 0.000 0.023
H -1.62959 -0.63574 1.07549 -0.049 0.032 -0.071
```
Forces are in eV/Å.

Computed properties:
* F_max: 0.0479 hartree/bohr
* spin multiplicity: 4
* charge: -1
* E_HOMO (spin up / spin down): -4.36 / -4.35 eV
* ⟨S²⟩: 3.75

---

This record from the Open Molecules 2025 dataset describes a structure of composition C16H16F5MnN2O4Te. The level of theory is ωB97M-V with the def2-TZVPD basis set.

Structure (XYZ):
```
45
Properties=species:S:1:pos:R:3:forces:R:3
Mn 0.12189 -0.11571 -0.55646 0.163 -0.449 1.310
O 1.77568 0.60118 -0.32405 0.485 0.154 -0.263
C 2.47217 1.03694 0.70764 -0.140 -0.068 0.028
C 3.69413 1.68008 0.47695 0.055 0.029 -0.030
C 4.45167 2.13553 1.53410 -0.025 -0.016 0.030
C 4.02478 1.96935 2.85570 0.017 0.009 -0.017
C 2.82559 1.34199 3.09400 -0.011 0.001 0.026
C 2.03271 0.87319 2.03529 0.022 0.011 0.006
C 0.78181 0.23285 2.32798 -0.040 0.023 0.062
N -0.05142 -0.17889 1.44277 0.042 -0.064 -0.161
N -1.22727 -0.75984 1.90604 0.011 -0.040 0.096
C -1.91326 -1.16528 0.88812 0.083 0.163 -0.084
O -1.48969 -1.00857 -0.34514 -0.376 -0.268 -0.050
C -3.21729 -1.82775 1.08158 -0.017 -0.049 -0.005
C -3.94955 -2.23200 -0.02942 -0.031 -0.001 -0.022
C -5.16808 -2.87164 0.14222 -0.003 -0.002 0.015
C -5.65594 -3.10630 1.41912 0.010 0.006 0.004
C -4.92716 -2.69655 2.52960 -0.005 0.001 0.011
C -3.71004 -2.06015 2.36477 0.018 0.026 -0.034
H 4.01844 1.80286 -0.54761 0.003 -0.011 0.002
H 5.39540 2.62792 1.33712 -0.002 0.003 -0.017
H 4.63038 2.32887 3.67554 -0.004 -0.001 0.002
H 2.47268 1.20266 4.10931 -0.001 -0.004 -0.004
H 0.49034 0.08754 3.36585 0.016 0.023 0.001
H -3.55969 -2.04122 -1.01969 0.020 -0.011 0.005
H -5.73596 -3.18989 -0.72194 0.004 0.006 -0.006
H -6.60463 -3.61025 1.55163 -0.004 0.008 0.000
H -5.30967 -2.87514 3.52603 -0.001 -0.010 -0.004
H -3.12872 -1.73642 3.21679 -0.009 -0.013 0.010
C -1.25172 4.26253 -0.31229 -0.007 -0.058 0.022
C -0.27361 3.11028 -0.27144 0.101 0.078 -0.038
O -0.95692 1.85259 -0.42822 -0.012 -0.292 -0.238
H -0.73734 5.19710 -0.08792 0.005 0.003 -0.019
H -2.04498 4.11696 0.42096 0.004 0.021 0.007
H -1.70116 4.35566 -1.30286 -0.014 0.006 0.006
H 0.22692 3.04900 0.69435 -0.003 -0.027 0.001
H 0.48617 3.20529 -1.04979 0.023 -0.019 0.032
H -1.49468 1.88190 -1.23260 -0.048 0.024 0.006
F 0.68231 1.30017 -2.77169 0.155 -0.045 0.097
Te -0.01196 -0.27323 -3.53554 -0.409 0.893 -2.135
F -1.62505 0.29222 -2.74085 0.036 -0.217 0.319
F -0.57148 0.89144 -4.88017 0.043 -0.163 0.023
F -0.96234 -1.56641 -4.44596 0.120 -0.232 0.104
F 1.46722 -0.48527 -4.62078 0.149 -0.213 0.168
O 0.58440 -1.29507 -2.17743 -0.425 0.789 0.734
```
Forces are in eV/Å.

Computed properties:
* F_max: 0.0457 hartree/bohr
* spin multiplicity: 5
* charge: 0
* E_HOMO (spin up / spin down): -8.56 / -8.67 eV
* ⟨S²⟩: 6.05

---

What is the formula in the third record?
C16H16F5MnN2O4Te